# C22H31N5O3S2

An isolated molecule of C22H31N5O3S2 at a distorted geometry (the ωB97M-V functional and the def2-TZVPD basis, the OMol25 dataset).

Summary:
Spin multiplicity: 1
Gap between HOMO and LUMO, eV: 8.6567
Energy, eV: -58580.909
Energy above the lowest of the compared OMol25 structures with the same formula, charge and spin, kcal/mol: 3.4
HOMO, eV: -8.35
Structure (SMILES): CCn1c(SCC(=O)N2CCCC2)nnc1-c1ccc(S(=O)(=O)N2CCCCCC2)cc1
Total charge: 0

Element x y z (Å)
C1 -2.27 0.80 -4.11
C2 -1.73 1.41 -2.82
N1 -2.41 0.90 -1.66
C3 -3.63 1.33 -1.23
S1 -4.58 2.51 -2.07
C4 -5.54 3.10 -0.64
C5 -4.55 3.47 0.46
O1 -3.60 4.19 0.24
N2 -4.81 2.99 1.69
C6 -5.81 2.01 2.08
C7 -5.38 1.59 3.49
C8 -4.66 2.83 4.02
C9 -3.91 3.31 2.78
N3 -3.95 0.76 -0.10
N4 -2.94 -0.03 0.25
C10 -2.02 0.03 -0.68
C11 -0.77 -0.72 -0.62
C12 -0.13 -1.22 -1.75
C13 1.05 -1.93 -1.62
C14 1.57 -2.17 -0.37
S2 3.14 -3.02 -0.23
O2 3.27 -3.48 1.12
O3 3.25 -3.97 -1.30
N5 4.18 -1.77 -0.54
C15 5.03 -1.83 -1.71
C16 6.29 -2.68 -1.53
C17 7.11 -2.29 -0.30
C18 6.41 -2.65 1.01
C19 5.51 -1.55 1.58
C20 4.56 -0.92 0.55
C21 0.93 -1.71 0.77
C22 -0.24 -0.99 0.64
H1 -1.71 1.18 -4.96
H2 -2.19 -0.29 -4.10
H3 -3.32 1.06 -4.23
H4 -1.87 2.49 -2.85
H5 -0.66 1.20 -2.71
H6 -6.25 2.33 -0.37
H7 -6.05 4.00 -0.99
H8 -6.80 2.46 2.09
H9 -5.79 1.15 1.40
H10 -4.68 0.76 3.42
H11 -6.23 1.30 4.10
H12 -5.39 3.58 4.33
H13 -4.00 2.61 4.85
H14 -2.97 2.77 2.65
H15 -3.70 4.38 2.78
H16 -0.56 -1.09 -2.73
H17 1.55 -2.34 -2.48
H18 4.43 -2.26 -2.51
H19 5.30 -0.80 -1.98
H20 5.99 -3.72 -1.44
H21 6.90 -2.58 -2.43
H22 8.06 -2.83 -0.35
H23 7.34 -1.22 -0.32
H24 5.80 -3.54 0.86
H25 7.15 -2.89 1.77
H26 4.92 -2.00 2.38
H27 6.13 -0.76 2.01
H28 3.64 -0.61 1.05
H29 5.02 -0.03 0.12
H30 1.36 -1.94 1.73
H31 -0.77 -0.62 1.51

Results of the Löwdin charge analysis, in e, for atoms 1 through 2:
1. C -0.068
2. C -0.203



# C22H31N8O4

A cluster of 2 separate species, C22H31N8O4 in total at a distorted geometry (the ωB97M-V functional and the def2-TZVPD basis, the OMol25 dataset).

Summary:
Spin multiplicity: 1
Gap between HOMO and LUMO, eV: 6.6581
Energy, eV: -43424.346
HOMO, eV: -9.47
Total charge: +1

Element x y z (Å)
O1 3.25 -3.70 4.11
O2 -0.85 -5.09 3.54
O3 2.22 3.59 0.25
O4 0.13 3.35 -4.85
C1 2.11 -3.40 3.80
C2 -0.10 -4.13 3.48
C3 1.41 3.50 -0.65
C4 0.89 3.38 -3.89
C5 -1.76 -0.35 -3.33
C6 0.41 -1.83 3.10
C7 1.72 -2.02 3.47
C8 -1.33 0.94 -3.48
C9 -2.34 0.35 -5.36
C10 -3.11 -3.31 -1.35
C11 -3.86 -2.48 -0.52
C12 -1.94 -3.89 -0.86
C13 -3.46 -2.25 0.80
C14 -1.53 -3.66 0.46
C15 -2.29 -2.84 1.31
N1 0.08 -0.56 2.70
N2 1.20 -4.41 3.75
N3 -2.39 -0.70 -4.51
N4 1.80 4.35 -3.73
N5 -0.53 -2.87 3.10
N6 2.67 -0.97 3.54
N7 1.57 2.54 -1.57
N8 -1.69 1.36 -4.74
C16 0.23 4.45 -0.69
C17 1.98 5.48 -4.64
C18 -1.95 -2.65 2.78
C19 2.98 -0.58 5.95
C20 2.56 0.03 4.61
C21 -0.61 1.78 -2.44
C22 0.81 2.27 -2.81
H1 -1.63 -0.97 -2.44
H2 -2.71 0.37 -6.38
H3 -3.45 -3.53 -2.36
H4 -4.79 -2.04 -0.88
H5 -1.35 -4.56 -1.49
H6 -4.08 -1.63 1.44
H7 -0.64 -4.17 0.81
H8 -0.80 -0.20 3.05
H9 0.89 0.05 2.78
H10 1.44 -5.31 4.13
H11 -2.80 -1.61 -4.71
H12 2.41 4.30 -2.93
H13 3.63 -1.33 3.46
H14 2.37 1.95 -1.38
H15 -1.40 2.25 -5.15
H16 -0.65 3.95 -0.30
H17 0.46 5.31 -0.05
H18 0.04 4.82 -1.69
H19 2.85 6.06 -4.35
H20 2.13 5.12 -5.67
H21 1.10 6.12 -4.62
H22 -2.58 -3.33 3.36
H23 -2.25 -1.64 3.09
H24 2.31 -1.39 6.22
H25 4.00 -0.97 5.88
H26 2.94 0.18 6.73
H27 1.54 0.42 4.69
H28 3.22 0.88 4.38
H29 -1.24 2.64 -2.21
H30 -0.55 1.18 -1.52
H31 1.31 1.42 -3.27

Results of the Löwdin charge analysis, in e, for atoms 1 through 2:
1. O 0.061
2. O 0.075



# C22H31O3Si

The ion C22H31O3Si with charge +1 at a distorted geometry (the ωB97M-V functional and the def2-TZVPD basis, the OMol25 dataset).

Summary:
Spin multiplicity: 1
Gap between HOMO and LUMO, eV: 6.6410
Energy, eV: -37329.577
HOMO, eV: -10.83
Total charge: +1

Element x y z (Å)
C1 0.24 1.97 2.03
C2 -0.09 0.92 0.95
C3 -1.60 0.73 0.65
C4 0.43 -0.39 1.60
O1 -0.38 -1.39 1.87
Si1 -0.43 -2.64 3.08
C5 -1.32 -4.01 2.17
C6 1.23 -3.34 3.52
C7 -1.38 -2.06 4.56
O2 1.56 -0.33 2.25
C8 2.82 -1.02 1.79
H1 -0.04 2.87 1.46
H2 -0.44 1.84 2.90
H3 1.33 1.87 2.31
H4 -1.84 1.66 0.11
H5 -1.75 -0.18 0.02
H6 -2.18 0.70 1.59
H7 -1.43 -4.87 2.85
H8 -2.32 -3.68 1.83
H9 -0.73 -4.32 1.29
H10 1.00 -4.24 4.12
H11 1.80 -3.67 2.64
H12 1.85 -2.67 4.13
H13 -1.46 -2.90 5.27
H14 -0.89 -1.22 5.09
H15 -2.40 -1.75 4.28
H16 3.48 -0.97 2.66
H17 2.60 -2.04 1.50
H18 3.19 -0.45 0.94
C9 -1.81 -1.84 -5.72
O3 -1.30 -2.25 -4.45
C10 -1.07 -1.35 -3.45
C11 -0.34 -1.79 -2.33
C12 0.12 -0.90 -1.39
C13 -0.12 0.48 -1.48
C14 0.62 1.26 -0.38
C15 0.77 2.70 -0.93
C16 1.22 3.74 -0.09
C17 1.42 5.07 -0.49
C18 1.24 5.45 -1.84
C19 0.90 4.44 -2.74
C20 0.75 3.11 -2.31
C21 -1.02 0.90 -2.49
C22 -1.36 0.04 -3.56
H19 -1.98 -2.79 -6.25
H20 -2.75 -1.29 -5.60
H21 -1.07 -1.22 -6.25
H22 -0.11 -2.87 -2.26
H23 0.62 -1.30 -0.51
H24 1.68 0.83 -0.10
H25 1.46 3.51 0.94
H26 1.72 5.82 0.24
H27 1.47 6.48 -2.16
H28 0.78 4.70 -3.81
H29 0.61 2.36 -3.10
H30 -1.50 1.88 -2.49
H31 -1.81 0.43 -4.47

Results of the Löwdin charge analysis, in e, for atoms 1 through 2:
1. C -0.004
2. C -0.397